No. 1
{
  "formula": "C14H38N3O2",
  "method": "ωB97M-V/def2-TZVPD",
  "species": ["N", "H", "H", "H", "H", "O", "C", "C", "O", "H", "H", "H", "H", "C", "C", "N", "C", "C", "C", "C", "H", "H", "H", "H", "H", "H", "H", "H", "H", "H", "H", "H", "H", "H", "H", "C", "C", "N", "C", "C", "C", "C", "H", "H", "H", "H", "H", "H", "H", "H", "H", "H", "H", "H", "H", "H", "H"],
  "coordinates": [[-1.98, 0.43, -1.08], [-1.06, 0.97, -0.88], [-1.88, 0.40, -2.13], [-2.74, 1.09, -0.83], [-1.94, -0.47, -0.60], [-1.22, 1.21, -3.55], [-0.10, 1.97, -3.19], [0.87, 1.60, -2.05], [0.42, 1.33, -0.77], [-0.42, 3.04, -3.13], [0.52, 2.12, -4.10], [1.58, 2.45, -1.99], [1.47, 0.74, -2.43], [-1.71, 3.97, 0.11], [-2.69, 3.63, -1.00], [-3.68, 2.65, -0.59], [-4.49, 2.22, -1.77], [-5.18, 0.90, -1.56], [-4.54, 2.95, 0.54], [-4.31, 2.00, 1.71], [-0.91, 4.68, -0.08], [-1.17, 3.07, 0.45], [-2.20, 4.30, 1.04], [-3.11, 4.57, -1.39], [-2.06, 3.22, -1.80], [-5.22, 3.03, -1.96], [-3.79, 2.18, -2.62], [-4.52, 0.04, -1.68], [-5.80, 0.76, -0.68], [-5.84, 0.75, -2.43], [-5.59, 3.13, 0.28], [-4.30, 3.98, 0.85], [-4.32, 0.97, 1.35], [-5.13, 2.04, 2.44], [-3.43, 2.25, 2.30], [-2.62, -3.07, 1.72], [-1.70, -3.33, 0.50], [-2.10, -2.54, -0.65], [-3.44, -2.87, -1.18], [-3.68, -4.32, -1.60], [-1.16, -2.75, -1.78], [0.27, -2.22, -1.52], [-3.61, -3.52, 1.60], [-2.80, -2.01, 1.84], [-2.13, -3.54, 2.57], [-0.77, -2.85, 0.82], [-1.58, -4.41, 0.37], [-3.68, -2.13, -1.95], [-4.11, -2.62, -0.35], [-3.06, -4.57, -2.46], [-4.74, -4.54, -1.75], [-3.52, -4.99, -0.75], [-1.08, -3.79, -2.11], [-1.54, -2.06, -2.54], [0.98, -2.97, -1.17], [0.69, -1.99, -2.50], [0.22, -1.36, -0.85]],
  "nbo_charge": [-1.056, 0.471, 0.470, 0.421, 0.413, -1.003, -0.072, -0.064, -0.965, 0.071, 0.101, 0.103, 0.089, -0.630, -0.243, -0.477, -0.236, -0.626, -0.230, -0.612, 0.220, 0.249, 0.169, 0.150, 0.258, 0.158, 0.252, 0.217, 0.199, 0.209, 0.181, 0.192, 0.209, 0.192, 0.217, -0.616, -0.226, -0.455, -0.224, -0.645, -0.240, -0.637, 0.188, 0.216, 0.205, 0.212, 0.163, 0.207, 0.186, 0.214, 0.212, 0.200, 0.162, 0.219, 0.183, 0.227, 0.252],
  "homo_energy_ev": -2.651,
  "homo_lumo_gap_ev": 5.44,
  "lumo_ev": 2.8,
  "total_energy_ha": -870.86244,
  "spin_multiplicity": 1,
  "total_charge": -1
}

No. 2
{
  "formula": "C19H46O9SSi",
  "method": "ωB97M-V/def2-TZVPD",
  "species": ["C", "C", "C", "C", "O", "S", "O", "O", "Si", "C", "C", "C", "H", "H", "H", "H", "H", "H", "H", "H", "H", "H", "H", "H", "H", "H", "H", "H", "H", "H", "C", "O", "C", "C", "O", "C", "C", "O", "C", "H", "H", "H", "H", "H", "H", "H", "H", "H", "H", "H", "H", "H", "H", "C", "O", "C", "C", "O", "C", "C", "O", "C", "H", "H", "H", "H", "H", "H", "H", "H", "H", "H", "H", "H", "H", "H"],
  "coordinates": [[2.09, -1.52, 4.99], [1.53, -2.45, 3.92], [1.82, -3.93, 4.24], [0.60, -4.80, 4.22], [-0.21, -4.53, 5.39], [-1.80, -4.49, 5.09], [-2.34, -5.74, 5.57], [-2.11, -3.43, 6.25], [-2.99, -2.01, 5.89], [-4.08, -2.31, 4.41], [-4.03, -1.60, 7.37], [-1.76, -0.65, 5.61], [3.15, -1.74, 5.14], [2.00, -0.47, 4.72], [1.59, -1.69, 5.94], [1.98, -2.18, 2.97], [0.46, -2.28, 3.84], [2.51, -4.33, 3.50], [2.29, -4.01, 5.22], [0.87, -5.86, 4.23], [0.00, -4.63, 3.32], [-3.54, -2.28, 3.47], [-4.59, -3.27, 4.46], [-4.85, -1.54, 4.38], [-4.10, -2.43, 8.08], [-5.05, -1.34, 7.08], [-3.60, -0.75, 7.89], [-1.09, -0.60, 6.47], [-1.15, -0.82, 4.73], [-2.25, 0.32, 5.48], [2.71, 0.77, -2.42], [1.61, -0.10, -2.27], [1.05, -0.57, -3.49], [0.80, -2.06, -3.48], [1.97, -2.87, -3.48], [2.75, -2.99, -2.31], [2.12, -3.77, -1.18], [1.05, -3.08, -0.57], [-0.07, -3.87, -0.25], [2.38, 1.79, -2.60], [3.28, 0.75, -1.49], [3.37, 0.45, -3.24], [1.69, -0.31, -4.34], [0.08, -0.07, -3.63], [0.30, -2.29, -4.42], [0.12, -2.34, -2.68], [3.09, -2.01, -1.95], [3.63, -3.55, -2.62], [2.90, -3.95, -0.42], [1.79, -4.75, -1.56], [-0.28, -4.61, -1.03], [-0.93, -3.21, -0.17], [0.07, -4.38, 0.71], [1.35, 4.65, -2.10], [1.23, 4.80, -3.49], [0.75, 3.66, -4.18], [-0.35, 3.99, -5.16], [-1.58, 4.40, -4.59], [-1.70, 5.68, -4.01], [-1.71, 6.84, -4.99], [-0.44, 7.06, -5.57], [-0.46, 7.35, -6.95], [2.29, 4.16, -1.83], [1.34, 5.64, -1.65], [0.52, 4.07, -1.68], [0.39, 2.90, -3.48], [1.58, 3.23, -4.75], [-0.59, 3.06, -5.69], [-0.01, 4.71, -5.91], [-0.96, 5.85, -3.22], [-2.68, 5.68, -3.53], [-2.00, 7.74, -4.43], [-2.47, 6.65, -5.76], [-1.20, 6.74, -7.48], [0.53, 7.13, -7.35], [-0.68, 8.41, -7.13]],
  "lowdin_charge": [-0.111, -0.244, -0.184, -0.260, -0.322, 0.831, -0.373, -0.399, 0.389, -0.176, -0.149, -0.154, 0.072, 0.069, 0.071, 0.103, 0.084, 0.114, 0.115, 0.122, 0.092, 0.030, 0.039, 0.035, 0.036, 0.031, 0.031, 0.040, 0.021, 0.039, -0.103, -0.189, -0.202, -0.183, -0.118, -0.185, -0.200, -0.196, -0.109, 0.060, 0.091, 0.093, 0.124, 0.125, 0.129, 0.117, 0.117, 0.129, 0.126, 0.125, 0.089, 0.089, 0.076, -0.113, -0.187, -0.209, -0.182, -0.118, -0.184, -0.202, -0.193, -0.115, 0.080, 0.087, 0.092, 0.115, 0.127, 0.128, 0.118, 0.117, 0.128, 0.127, 0.124, 0.086, 0.087, 0.087],
  "homo_energy_ev": -9.178,
  "homo_lumo_gap_ev": 9.79,
  "lumo_ev": 0.6,
  "total_energy_ha": -2116.28877,
  "spin_multiplicity": 1
}

No. 3
{
  "formula": "C19H26IN3O4",
  "method": "ωB97M-V/def2-TZVPD",
  "species": ["C", "C", "O", "N", "C", "O", "C", "O", "O", "C", "C", "C", "I", "H", "H", "H", "H", "H", "H", "H", "H", "H", "H", "H", "H", "C", "N", "C", "C", "C", "C", "C", "C", "C", "C", "N", "C", "C", "C", "H", "H", "H", "H", "H", "H", "H", "H", "H", "H", "H", "H", "H", "H"],
  "coordinates": [[-5.21, 2.98, -1.03], [-6.06, 1.76, -1.21], [-7.18, 1.66, -0.80], [-5.51, 0.63, -1.98], [-5.40, 1.00, -3.39], [-4.18, 0.44, -1.41], [-3.42, -0.43, -2.10], [-3.79, -1.37, -2.73], [-2.10, -0.17, -1.87], [-1.54, 0.84, -2.74], [-1.37, 2.17, -2.02], [-0.66, 3.19, -2.91], [-2.05, 4.21, -4.17], [-4.97, 3.45, -1.98], [-4.26, 2.75, -0.54], [-5.75, 3.70, -0.41], [-4.57, 1.69, -3.59], [-5.36, 0.11, -4.00], [-6.34, 1.52, -3.64], [-2.13, 0.95, -3.66], [-0.56, 0.47, -3.04], [-2.35, 2.56, -1.74], [-0.81, 2.02, -1.09], [-0.19, 3.96, -2.29], [0.11, 2.74, -3.53], [-1.33, -2.78, 0.08], [0.00, -2.43, 0.64], [0.44, -1.18, 0.48], [1.65, -0.79, 1.01], [2.42, -1.70, 1.73], [1.94, -3.00, 1.87], [0.72, -3.34, 1.31], [3.71, -1.31, 2.35], [3.91, -1.46, 3.72], [5.12, -1.12, 4.27], [6.12, -0.65, 3.51], [5.95, -0.48, 2.19], [4.75, -0.80, 1.58], [7.44, -0.32, 4.11], [-1.31, -2.57, -0.99], [-2.08, -2.17, 0.58], [-1.53, -3.83, 0.25], [-0.20, -0.51, -0.08], [1.98, 0.24, 0.87], [2.50, -3.75, 2.40], [0.31, -4.33, 1.40], [3.13, -1.83, 4.37], [5.32, -1.22, 5.33], [6.79, -0.09, 1.63], [4.66, -0.66, 0.51], [7.68, 0.71, 3.89], [8.19, -0.98, 3.67], [7.39, -0.48, 5.18]],
  "nbo_charge": [-0.746, 0.681, -0.460, -0.171, -0.473, -0.407, 0.976, -0.549, -0.580, -0.069, -0.457, -0.529, 0.116, 0.243, 0.232, 0.258, 0.187, 0.241, 0.244, 0.209, 0.183, 0.230, 0.193, 0.234, 0.220, -0.416, -0.237, 0.111, -0.203, 0.029, -0.212, 0.122, 0.041, -0.211, 0.121, -0.239, 0.105, -0.198, -0.412, 0.265, 0.250, 0.242, 0.268, 0.259, 0.264, 0.257, 0.266, 0.256, 0.258, 0.264, 0.250, 0.251, 0.245],
  "homo_energy_ev": -13.216,
  "homo_lumo_gap_ev": 5.47,
  "lumo_ev": -7.7,
  "total_energy_ha": -1501.90062,
  "spin_multiplicity": 1,
  "total_charge": 2
}

No. 4
{
  "formula": "CH7N3O",
  "method": "ωB97M-V/def2-TZVPD",
  "species": ["N", "C", "N", "N", "H", "H", "H", "H", "H", "O", "H", "H"],
  "coordinates": [[-0.87, -0.70, 0.38], [-0.02, 0.20, 0.62], [0.16, 0.85, 1.84], [0.86, 0.64, -0.33], [-1.37, -1.12, 1.13], [-0.48, 1.36, 2.43], [1.10, 1.17, 1.95], [1.20, 1.58, -0.48], [0.76, 0.23, -1.25], [-0.23, -1.13, -2.28], [-0.84, -0.99, -1.54], [-0.27, -2.09, -2.47]],
  "nbo_charge": [-0.812, 0.596, -0.876, -0.843, 0.363, 0.404, 0.376, 0.388, 0.424, -0.995, 0.502, 0.474],
  "homo_energy_ev": -9.238,
  "homo_lumo_gap_ev": 10.17,
  "lumo_ev": 0.9,
  "total_energy_ha": -281.81390,
  "spin_multiplicity": 1
}

No. 5
{
  "formula": "C5H11O2",
  "method": "ωB97M-V/def2-TZVPD",
  "species": ["C", "C", "C", "O", "O", "H", "H", "H", "H", "H", "C", "C", "H", "H", "H", "H", "H", "H"],
  "coordinates": [[-2.08, 0.52, 0.56], [-2.17, 0.59, 2.11], [-0.74, -0.49, 0.32], [-0.01, -0.74, 1.27], [-0.56, -0.75, -0.90], [-3.03, 0.32, 0.03], [-1.82, 1.43, 0.03], [-2.42, 1.59, 2.55], [-1.26, 0.14, 2.57], [-3.04, -0.04, 2.34], [2.68, 1.01, -1.77], [2.52, -0.52, -1.38], [3.41, 1.10, -2.54], [1.73, 1.40, -2.16], [2.84, 1.47, -0.74], [2.94, -0.65, -0.38], [3.00, -1.19, -2.07], [1.43, -0.71, -1.38]],
  "nbo_charge": [-0.554, -0.647, 0.798, -0.762, -0.803, 0.189, 0.192, 0.168, 0.260, 0.179, -0.626, -0.638, 0.184, 0.204, 0.205, 0.192, 0.171, 0.287],
  "homo_energy_ev": -3.832,
  "homo_lumo_gap_ev": 8.01,
  "lumo_ev": 4.2,
  "total_energy_ha": -347.61071,
  "spin_multiplicity": 1,
  "total_charge": -1
}

No. 6
{
  "formula": "C4H10BNO2",
  "method": "ωB97M-V/def2-TZVPD",
  "species": ["N", "C", "B", "C", "C", "O", "C", "O", "H", "H", "H", "H", "H", "H", "H", "H", "H", "H"],
  "coordinates": [[3.25, -0.28, 0.04], [1.77, -0.48, -0.30], [0.98, 0.97, -0.12], [-0.62, 1.13, 0.30], [-1.21, -0.26, 0.92], [-2.71, -0.24, 0.99], [-3.10, -0.50, -0.43], [-3.95, 0.34, -1.01], [3.70, -1.22, 0.13], [3.65, 0.23, -0.79], [1.61, -0.79, -1.44], [1.35, -1.34, 0.38], [1.63, 1.94, -0.35], [-1.16, 1.49, -0.70], [-0.78, 2.01, 1.07], [-0.86, -0.39, 2.05], [-0.91, -1.23, 0.33], [-2.64, -1.38, -1.06]],
  "nbo_charge": [-0.842, -0.585, 0.688, -0.819, -0.094, -0.530, 0.590, -0.544, 0.359, 0.357, 0.203, 0.210, -0.086, 0.268, 0.260, 0.217, 0.181, 0.167],
  "homo_energy_ev": -9.549,
  "homo_lumo_gap_ev": 9.86,
  "lumo_ev": 0.3,
  "total_energy_ha": -388.36518,
  "spin_multiplicity": 1
}

- Number 3 is which compound?
  C19H26IN3O4